(1)
# C49H81BCrN10O4S3Si4Te

C49H81BCrN10O4S3Si4Te as an isolated structure (wB97M-V/def2-TZVPD, OMol25).

The geometry in ORCA input format:
```
! RIJCOSX wB97M-V def2-TZVPD def2/J DEFGRID3
* xyz 0 5
Cr 1.05149 -0.09127 0.17768
C 3.01212 2.47253 -4.20722
C 1.58096 2.61747 -3.80212
C 0.64120 3.07116 -4.66348
C -0.72131 3.15345 -4.26067
N -1.06079 2.88809 -3.04328
N -0.12401 2.47392 -2.15712
B -0.82456 2.54955 -0.79798
N -2.08211 1.69232 -0.67958
N -3.10548 2.36223 -0.12059
C -4.24018 1.76308 0.04243
C -4.42825 0.42229 -0.38319
C -3.39327 -0.27215 -0.91073
C -3.51614 -1.70364 -1.31766
C -2.12354 0.39074 -1.01447
S -0.75227 -0.45966 -1.55542
C -5.35519 2.54412 0.71690
C -4.91921 3.98212 0.99271
C -5.69225 1.84631 2.04121
C -6.58811 2.56334 -0.19542
N -1.17562 4.06783 -0.46686
N -1.90955 5.00967 -1.02825
C -1.96420 6.15455 -0.38716
C -1.27985 6.35744 0.84083
C -0.53524 5.36822 1.41745
C 0.20786 5.47599 2.70639
C -0.51309 4.17457 0.67499
S 0.24450 2.64279 0.87100
C -2.79433 7.27494 -0.99495
C -1.87887 8.47544 -1.27306
C -3.44568 6.82740 -2.30081
C -3.89103 7.68345 -0.00125
C 1.16373 2.20772 -2.48009
S 2.26719 1.37240 -1.52145
C -1.81942 3.56473 -5.22586
C -1.86232 2.55167 -6.37745
C -3.17462 3.59146 -4.52124
C -1.50243 4.96174 -5.77507
H 3.16891 2.89338 -5.19914
H 3.29715 1.41942 -4.20997
H 3.66918 2.96687 -3.49113
H 0.92478 3.35336 -5.66946
H -5.39176 -0.05501 -0.25818
H -4.53620 -2.05542 -1.17073
H -2.82833 -2.31693 -0.73318
H -3.23157 -1.83618 -2.36236
H -4.03279 4.01219 1.62736
H -5.72889 4.51503 1.49567
H -4.68053 4.49881 0.06124
H -4.81294 1.80501 2.68625
H -6.03773 0.82370 1.87962
H -6.48387 2.39103 2.55956
H -6.35466 3.03093 -1.15416
H -7.38908 3.13431 0.27785
H -6.96899 1.55970 -0.38946
H -1.35959 7.31889 1.33319
H 0.09386 6.46404 3.14745
H 1.26922 5.27440 2.54831
H -0.15497 4.72643 3.41248
H -1.06233 8.19654 -1.94150
H -1.44820 8.88348 -0.35690
H -2.45266 9.27117 -1.75089
H -2.69684 6.57538 -3.05156
H -4.06495 7.63806 -2.68843
H -4.07501 5.95006 -2.15052
H -3.47481 8.04238 0.94169
H -4.55399 6.84441 0.21632
H -4.48882 8.49106 -0.42673
H -2.06111 1.54680 -6.00129
H -0.92252 2.52757 -6.93213
H -2.65645 2.81982 -7.07666
H -3.43612 2.60479 -4.13698
H -3.94240 3.90374 -5.23190
H -3.16598 4.27992 -3.67666
H -0.57169 4.97580 -6.34481
H -1.41699 5.68752 -4.96391
H -2.30375 5.28745 -6.44068
O -1.84363 0.17607 1.78405
C -1.08851 -0.73204 2.12264
O 0.04810 -1.00489 1.57879
C -1.45660 -1.64478 3.26199
C -2.47115 -1.27128 4.13047
C -2.82306 -2.06402 5.22714
C -2.12373 -3.23332 5.39051
O -2.26473 -4.17308 6.37602
C -1.34046 -5.21599 6.06244
O -0.58777 -4.81459 4.92227
C -1.12126 -3.61620 4.51681
C -0.75827 -2.84780 3.44457
H -2.98559 -0.33963 3.93771
H -3.60546 -1.77635 5.91557
H -1.89226 -6.13112 5.83322
H -0.66677 -5.36595 6.90772
H 0.01960 -3.14387 2.75616
C -0.19094 -5.36380 -0.95107
Si 1.44972 -5.82556 -0.15319
C 1.71008 -7.68728 -0.31671
C 1.38465 -5.38209 1.67650
Si 3.17631 -4.58367 -1.11674
Te 2.47822 -2.23044 -0.95527
Si 3.48248 -5.05301 -3.38018
C 1.81227 -5.00451 -4.24146
C 4.24701 -6.76206 -3.60761
C 4.61281 -3.76607 -4.15324
Si 5.15632 -4.78807 0.10714
C 6.55987 -3.96593 -0.83690
C 4.96890 -3.91018 1.76795
C 5.60185 -6.59313 0.42572
H -1.01888 -5.54261 -0.25907
H -0.37103 -5.95290 -1.85292
H -0.19534 -4.30485 -1.22101
H 0.94597 -8.24133 0.23590
H 2.68756 -7.98864 0.06634
H 1.65165 -7.99486 -1.36359
H 0.46582 -5.74561 2.14465
H 1.41858 -4.29510 1.78314
H 2.23306 -5.80673 2.21895
H 1.21005 -5.87909 -3.98471
H 1.93734 -4.98615 -5.32750
H 1.25927 -4.11110 -3.94289
H 3.63608 -7.53356 -3.13313
H 5.24499 -6.80536 -3.16460
H 4.34134 -7.01190 -4.66797
H 4.34902 -2.77200 -3.78513
H 4.51683 -3.76943 -5.24237
H 5.65884 -3.95563 -3.90371
H 6.23680 -2.99794 -1.22651
H 6.87976 -4.58301 -1.67978
H 7.42651 -3.80480 -0.18987
H 4.45598 -2.95996 1.59931
H 5.94807 -3.70887 2.21264
H 4.38328 -4.50598 2.47255
H 5.60167 -7.16782 -0.50324
H 4.88092 -7.05462 1.10503
H 6.59336 -6.68525 0.87774
C 3.36639 0.05990 6.39492
C 3.50158 -1.31248 5.74374
C 2.13795 -1.95823 5.51902
C 4.31788 -1.25349 4.45075
N 3.68689 -0.44172 3.41765
C 2.79730 -0.79480 2.49837
N 2.49460 0.27791 1.80356
N 3.21458 1.29357 2.31364
N 3.93145 0.87519 3.28657
H 2.89393 -0.03116 7.37351
H 2.74586 0.72085 5.78648
H 4.33669 0.54176 6.52454
H 4.08363 -1.95992 6.40792
H 1.52174 -1.36710 4.83726
H 1.58952 -2.02904 6.45963
H 2.22665 -2.96578 5.10607
H 4.44799 -2.25082 4.02897
H 5.30153 -0.81961 4.62280
H 2.40561 -1.78329 2.32655
*
```

Properties
LUMO (spin up / spin down) (eV): -0.6 / -0.6
Energy (hartree): -6454.3968
Gap between HOMO and LUMO (spin up / spin down) (eV): 5.2 / 5.3

Mulliken population analysis, charges in e, atoms 1 to 99: 1.13, -1.83, 0.26, -0.87, 0.22, -0.32, 0.74, -0.75, 0.97, -0.34, 0.28, -0.83, 0.26, -1.94, 0.61, -0.57, 2.23, -1.73, -1.81, -1.88, 0.51, -0.53, 0.18, -0.48, -0.03, -1.66, 0.49, -0.24, 2.31, -1.81, -1.48, -1.51, 0.58, -0.28, 2.46, -1.82, -2.03, -1.70, 0.41, 0.37, 0.36, 0.36, 0.36, 0.47, 0.33, 0.36, 0.21, 0.63, 0.03, 0.34, 0.35, 0.48, 0.31, 0.47, 0.37, 0.42, 0.42, 0.37, 0.32, 0.37, 0.33, 0.47, 0.05, 0.54, 0.20, 0.36, 0.17, 0.48, 0.36, 0.34, 0.47, 0.29, 0.54, 0.26, 0.35, 0.24, 0.48, -0.58, -0.40, 0.37, -0.75, -0.42, -1.20, 0.97, -0.52, -0.33, -0.53, 1.14, -0.13, 0.59, 0.44, 0.27, 0.28, 0.12, -0.91, 0.43, -1.14, -0.14, 0.30



(2)
# C6H10NO2

A 2-piece molecular cluster, C6H10NO2 overall at a distorted geometry (wB97M-V/def2-TZVPD, OMol25).

The geometry in ORCA input format:
```
! RIJCOSX wB97M-V def2-TZVPD def2/J DEFGRID3
* xyz 1 3
C -3.66415 -0.40168 1.08388
C -2.33549 0.03637 1.18242
C -3.98260 -0.30722 -0.25389
C -1.92568 0.39399 -0.07985
C 3.51698 -0.83710 -0.38397
C -0.70490 0.78532 -0.69108
N 3.27076 0.51966 -0.06960
O -2.98572 0.16917 -0.93835
O 0.48982 0.73635 -0.30216
H -4.19068 -0.70235 2.07126
H -1.60948 0.14369 2.03218
H -4.92410 -0.63782 -0.79000
H 3.67329 -1.06304 -1.36649
H 4.43092 -1.18100 0.11281
H 2.61329 -1.49362 0.05778
H -1.05838 1.25735 -1.66546
H 3.32679 0.64086 0.91358
H 3.83320 1.05620 -0.63753
H 2.22611 0.88489 -0.27550
*
```

Properties
LUMO (spin up / spin down) (eV): -2.9 / -6.3
Energy (hartree): -439.4401
Gap between HOMO and LUMO (spin up / spin down) (eV): 6.6 / 7.1

Just the natural (NBO) charges please, in e? Sure, here they are: -0.23, -0.33, 0.25, 0.42, -0.43, 0.14, -0.69, -0.44, -0.67, 0.28, 0.26, 0.24, 0.23, 0.23, 0.24, 0.14, 0.44, 0.43, 0.50



(3)
# C16H14F5Y

C16H14F5Y as an isolated structure at a distorted geometry (wB97M-V/def2-TZVPD, OMol25).

The geometry in ORCA input format:
```
! RIJCOSX wB97M-V def2-TZVPD def2/J DEFGRID3
* xyz 2 1
Y 0.64560 1.09378 0.09380
C -2.53737 1.04323 -0.62416
C -2.32318 -0.22119 -1.49652
C -3.13095 -0.31666 -2.80537
C -0.80028 -0.34938 -1.64666
C -0.05001 -1.26847 -0.90484
C 1.36517 -1.23834 -0.91287
C 2.12815 -0.39124 -1.76961
C 3.62612 -0.33797 -1.70241
C 1.35147 0.43415 -2.65487
C -0.07617 0.44505 -2.55701
H -3.58766 1.14318 -0.33398
H -2.29950 2.00229 -1.12435
H -1.93934 0.94567 0.35445
H -2.61156 -1.04610 -0.83321
H -2.69023 0.28189 -3.67628
H -4.10947 0.01473 -2.65806
H -3.22882 -1.35096 -3.10842
H -0.55651 -2.02752 -0.32164
H 1.92476 -1.94742 -0.26575
H 4.04934 -1.34659 -1.62474
H 3.91621 0.16196 -0.75553
H 4.05406 0.12910 -2.62080
H 1.84193 1.00343 -3.40592
H -0.61703 1.05053 -3.29097
F -1.06682 -1.85487 2.62062
C -0.28965 -0.83527 2.98740
C -0.01134 0.13833 2.02845
C 0.66113 1.17437 2.70855
F 0.98605 2.33872 1.88482
C 1.20706 1.29625 3.96831
F 1.79548 2.43532 4.26403
C 0.92925 0.18883 4.79152
F 1.51733 0.00931 5.98637
C 0.10258 -0.85802 4.30804
F -0.17586 -1.94012 5.09762
*
```

Properties
LUMO (eV): -8.7
Energy (hartree): -1155.0881
Gap between HOMO and LUMO (eV): 7.4

Just the natural (NBO) charges please, in e? Sure, here they are: 2.20, -0.61, -0.25, -0.61, -0.07, -0.22, -0.31, -0.03, -0.66, -0.23, -0.19, 0.29, 0.22, 0.18, 0.24, 0.21, 0.25, 0.25, 0.29, 0.29, 0.28, 0.24, 0.27, 0.27, 0.27, -0.29, 0.43, -0.72, 0.25, -0.40, 0.28, -0.24, 0.37, -0.24, 0.27, -0.25



(4)
# C2HN4OS2

A 2-piece molecular cluster, C2HN4OS2 overall at a distorted geometry (wB97M-V/def2-TZVPD, OMol25).

The geometry in ORCA input format:
```
! RIJCOSX wB97M-V def2-TZVPD def2/J DEFGRID3
* xyz -1 1
C 1.13247 -0.22913 -0.39836
C 0.22371 -2.61834 -0.70202
N 2.27448 -0.91676 -0.32870
N 0.86010 0.14742 -1.64257
N 2.67539 -0.96645 -1.58305
N 1.84616 -0.34858 -2.37879
O -0.36107 -2.26770 0.24552
S 0.74171 -3.45228 -1.87820
S 0.32456 0.17296 1.00815
H 0.47228 -1.01609 1.61363
*
```

Properties
LUMO (eV): 3.2
Energy (hartree): -1167.4776
Gap between HOMO and LUMO (eV): 7.7

Just the natural (NBO) charges please, in e? Sure, here they are: -0.01, 0.42, -0.39, -0.37, -0.17, -0.16, -0.52, 0.03, 0.02, 0.14



(5)
# C23H24FN3O7

A 3-piece molecular cluster, C23H24FN3O7 overall at a distorted geometry (wB97M-V/def2-TZVPD, OMol25).

The geometry in ORCA input format:
```
! RIJCOSX wB97M-V def2-TZVPD def2/J DEFGRID3
* xyz 0 1
C 5.62787 -1.30321 0.23079
C 4.46942 -1.88024 -0.76015
C 4.13614 -0.71338 -1.82491
O 2.79714 -0.15954 -1.73047
C 2.69490 0.83561 -0.72747
O 2.66831 0.64000 0.50938
N 2.55710 2.26516 -1.17877
F 1.21505 2.47434 -1.48562
O 3.37296 -2.25501 0.09501
C 2.40233 -3.08946 -0.62952
C 0.96541 -2.37743 -0.35936
C -0.04462 -2.07850 -1.49137
C -1.37351 -1.34491 -1.09864
C -1.61053 -0.94215 0.40189
C -0.59883 -1.25671 1.54322
C 0.70983 -1.98494 1.14543
H 5.09009 -0.56183 0.93803
H 6.44234 -0.73102 -0.32680
H 6.04935 -2.12532 0.92143
H 4.95610 -2.74889 -1.32803
H 4.97216 0.07499 -1.74258
H 4.20810 -1.19973 -2.87321
H 2.69057 2.85185 -0.32649
H 2.64798 -3.14085 -1.75533
H 2.30417 -4.13924 -0.17729
H 0.21975 -2.38639 -2.55407
H -2.13081 -1.10355 -1.92435
H -2.57006 -0.38492 0.66895
H -0.73091 -0.97066 2.63603
H 1.50180 -2.21142 1.92883
C -2.08950 2.62656 7.43216
C -2.95324 1.65867 7.93661
C -3.07355 0.43013 7.29571
C -2.31914 0.17978 6.15070
C -1.45823 1.14758 5.63638
C -1.34658 2.37431 6.28246
N -2.42364 -1.12181 5.48666
O -3.20231 -1.93903 5.95462
O -1.72219 -1.31831 4.50324
H -1.99405 3.58253 7.93844
H -3.53102 1.86141 8.83236
H -3.75000 -0.31546 7.69893
H -0.87136 0.96253 4.74314
H -0.67710 3.13361 5.89213
C -0.75947 1.62440 -6.43671
C -1.90591 1.51182 -7.21831
C -3.14094 1.29428 -6.61644
C -3.21667 1.19549 -5.22809
C -2.07159 1.29979 -4.44096
C -0.84032 1.51448 -5.05150
N -4.51839 0.99159 -4.58758
O -5.49908 0.88596 -5.31090
O -4.55099 0.94242 -3.36600
H 0.20222 1.79979 -6.90978
H -1.83670 1.59686 -8.29785
H -4.02645 1.20847 -7.23658
H -2.12033 1.21942 -3.36020
H 0.05694 1.60008 -4.44717
*
```

Properties
LUMO (eV): -0.6
Energy (hartree): -1681.1621
SMILES: C[C@H](COC(=O)NF)OCc1ccccc1.O=[N+]([O-])c1ccccc1.O=[N+]([O-])c1ccccc1
Gap between HOMO and LUMO (eV): 7.6

Just the natural (NBO) charges please, in e? Sure, here they are: -0.65, 0.08, -0.11, -0.52, 0.86, -0.51, -0.26, -0.24, -0.54, -0.10, -0.03, -0.25, -0.23, -0.23, -0.22, -0.21, 0.23, 0.21, 0.23, 0.18, 0.19, 0.20, 0.36, 0.19, 0.20, 0.22, 0.23, 0.22, 0.25, 0.23, -0.18, -0.21, -0.21, 0.08, -0.21, -0.21, 0.52, -0.36, -0.39, 0.22, 0.22, 0.25, 0.25, 0.22, -0.18, -0.21, -0.21, 0.08, -0.21, -0.21, 0.51, -0.37, -0.38, 0.22, 0.22, 0.25, 0.25, 0.23



(6)
# C19H36CrN2O4S2Si4Te

C19H36CrN2O4S2Si4Te as an isolated structure (wB97M-V/def2-TZVPD, OMol25).

The geometry in ORCA input format:
```
! RIJCOSX wB97M-V def2-TZVPD def2/J DEFGRID3
* xyz 0 5
Cr 1.83961 1.33685 1.30956
O 2.99299 -1.63358 4.00847
C 2.82892 -0.59785 3.21395
O 1.74779 -0.25148 2.76183
C 4.06074 0.17034 2.86400
C 5.33539 0.02736 3.36366
C 6.29840 0.93129 2.91055
C 5.95916 1.91868 2.00006
C 4.65030 1.98204 1.54036
N 3.75214 1.11490 1.97967
C 4.07238 2.99722 0.55653
O 4.80193 3.84216 0.08454
O 2.80943 2.81864 0.34877
H 2.13313 -2.07436 4.11836
H 5.57448 -0.75001 4.07520
H 7.31303 0.86139 3.27914
H 6.67600 2.64235 1.63745
C 0.60195 -3.82476 -2.33110
Si -0.85295 -2.67088 -2.62471
C -0.57477 -1.69587 -4.20645
C -2.37667 -3.75100 -2.86775
Si -1.00856 -1.17285 -0.82142
Te 1.17237 0.00752 -0.96691
Si -1.15884 -2.37300 1.17828
C 0.46145 -3.27166 1.51879
C -2.53620 -3.65489 1.12010
C -1.51614 -1.21022 2.61450
Si -2.77924 0.30888 -1.19421
C -3.36813 1.18310 0.36151
C -4.27687 -0.58254 -1.90801
C -2.19959 1.59405 -2.43684
H 0.83839 -4.36153 -3.25524
H 0.35681 -4.56892 -1.56798
H 1.49448 -3.28438 -2.00887
H -0.36985 -2.38228 -5.03406
H 0.26839 -1.00772 -4.11453
H -1.46263 -1.11369 -4.46906
H -2.18807 -4.46468 -3.67635
H -3.26228 -3.17289 -3.13713
H -2.61607 -4.32593 -1.97021
H 0.61253 -4.10101 0.82423
H 0.45283 -3.68437 2.53481
H 1.30720 -2.59118 1.40253
H -2.35140 -4.40317 0.34570
H -3.50634 -3.19427 0.91558
H -2.61092 -4.17852 2.07854
H -0.77287 -0.41533 2.68560
H -1.51272 -1.76931 3.55691
H -2.49695 -0.74135 2.50866
H -3.92654 0.49438 1.00099
H -4.04848 1.99345 0.07836
H -2.55412 1.60732 0.95228
H -4.61070 -1.39502 -1.25706
H -4.06801 -1.00738 -2.89226
H -5.10918 0.11970 -2.01921
H -1.49645 2.27767 -1.95487
H -3.04948 2.16926 -2.81782
H -1.67696 1.13961 -3.28118
S -0.14853 2.64664 2.11195
C -0.37363 3.77151 0.88279
N 0.24327 3.84443 -0.27415
C -0.19911 4.86924 -1.21332
C -0.91868 5.92321 -0.38046
S -1.59505 5.01381 1.03912
H 1.07884 3.29105 -0.44661
H -0.86998 4.41913 -1.94766
H 0.66432 5.27915 -1.73325
H -1.72425 6.39576 -0.93632
H -0.23145 6.68581 -0.01831
*
```

Properties
LUMO (spin up / spin down) (eV): -1.1 / -1.2
Energy (hartree): -4423.1403
Gap between HOMO and LUMO (spin up / spin down) (eV): 5.5 / 5.6

Just the natural (NBO) charges please, in e? Sure, here they are: 1.09, -0.63, 0.79, -0.60, 0.05, -0.18, -0.16, -0.17, 0.12, -0.48, 0.75, -0.60, -0.79, 0.52, 0.24, 0.23, 0.26, -1.11, 1.29, -1.11, -1.11, -0.20, -0.65, 1.28, -1.11, -1.10, -1.10, 1.28, -1.11, -1.10, -1.11, 0.23, 0.23, 0.25, 0.23, 0.25, 0.23, 0.23, 0.23, 0.23, 0.24, 0.21, 0.24, 0.23, 0.24, 0.23, 0.23, 0.22, 0.24, 0.23, 0.23, 0.24, 0.23, 0.23, 0.23, 0.23, 0.23, 0.24, -0.18, -0.01, -0.56, -0.23, -0.54, 0.33, 0.47, 0.21, 0.23, 0.24, 0.22